a) ORCA calculation (wB97M-V/def2-TZVPD) on a single C4H10O molecule.

Geometry as ORCA input:
```
! wB97M-V def2-TZVPD RIJCOSX def2/J DEFGRID3
* xyz 0 1
C -1.507 -0.270 -1.260
C -0.850 0.413 -0.062
C 0.633 0.054 0.050
C 1.250 0.398 1.403
O 0.741 -1.348 -0.172
H -1.368 -1.351 -1.195
H -1.053 0.062 -2.202
H -2.580 -0.057 -1.304
H -0.943 1.504 -0.142
H -1.364 0.123 0.864
H 1.173 0.597 -0.745
H 1.308 1.477 1.579
H 0.662 -0.059 2.207
H 2.266 -0.011 1.460
H 1.633 -1.533 -0.483
*
```

As for the gap between HOMO and LUMO: 11.3 eV. The HOMO energy is -10.278 eV.

b) ORCA calculation (wB97M-V/def2-TZVPD) on 3 unconnected molecules or ions with the total composition C4H10O.

Geometry as ORCA input:
```
! wB97M-V def2-TZVPD RIJCOSX def2/J DEFGRID3
* xyz 0 1
C 1.865 -0.462 -0.668
C 1.221 -1.517 -0.179
C -1.171 0.721 0.309
C -2.088 -0.321 -0.265
O -0.756 0.710 1.445
H 1.543 2.747 1.254
H 2.382 -0.497 -1.625
H 1.909 0.478 -0.122
H 1.183 -2.463 -0.714
H 0.712 -1.471 0.781
H -0.873 1.533 -0.388
H -1.597 -0.796 -1.123
H -2.323 -1.073 0.492
H -3.010 0.146 -0.631
H 1.004 2.263 1.433
*
```

As for the gap between HOMO and LUMO: 11.1 eV. The HOMO energy is -10.003 eV.

c) ORCA calculation (wB97M-V/def2-TZVPD) on 2 unconnected molecules or ions with the total composition C4H10O.

Geometry as ORCA input:
```
! wB97M-V def2-TZVPD RIJCOSX def2/J DEFGRID3
* xyz 0 1
C -3.376 1.300 2.376
C -2.295 0.309 1.955
H -3.206 1.799 3.333
H -4.356 0.848 2.486
H -3.487 2.112 1.659
H -2.745 -0.673 1.790
H -1.821 0.516 1.005
H -1.540 0.192 2.729
C 4.134 -0.775 -2.027
C 3.189 -1.132 -2.856
O 2.010 -0.394 -2.891
H 5.140 -1.176 -1.925
H 3.949 0.012 -1.291
H 3.159 -1.966 -3.545
H 1.244 -0.970 -2.797
*
```

As for the gap between HOMO and LUMO: 10.3 eV. The HOMO energy is -9.516 eV.

It is a) that is most stable; the runner-up trails by 127.0 kJ/mol.

a) ORCA calculation (wB97M-V/def2-TZVPD) on 3 unconnected molecules or ions with the total composition C2H9NO2.

Geometry as ORCA input:
```
! wB97M-V def2-TZVPD RIJCOSX def2/J DEFGRID3
* xyz 0 1
C -0.203 0.142 -0.513
C -1.344 0.101 -1.545
N -2.366 0.965 -1.160
H 0.736 -0.045 -1.031
H -0.072 1.163 -0.158
H -0.287 -0.539 0.333
H -0.943 0.344 -2.547
H -1.679 -0.958 -1.546
H 2.932 0.886 0.974
H 1.580 -0.643 1.459
O 2.012 0.597 1.030
H 1.607 -1.893 2.545
H -3.120 1.050 -1.860
O 1.113 -1.556 1.787
*
```

As for the gap between HOMO and LUMO: 3.2 eV. The HOMO energy is -8.207 eV.

b) ORCA calculation (wB97M-V/def2-TZVPD) on 3 unconnected molecules or ions with the total composition C2H9NO2.

Geometry as ORCA input:
```
! wB97M-V def2-TZVPD RIJCOSX def2/J DEFGRID3
* xyz 0 1
C 1.620 4.732 0.680
C 2.350 3.809 0.069
N 2.508 2.443 0.518
H 1.268 4.592 1.695
H 1.064 5.473 0.115
H 3.006 4.027 -0.765
H 3.180 2.480 1.292
H 3.077 1.970 -0.186
H -4.123 -3.214 0.227
H -5.532 -3.049 0.808
O -5.030 -3.002 -0.011
H -0.833 -6.348 -1.347
H -0.776 -4.922 -0.953
O -0.186 -5.667 -1.117
*
```

As for the gap between HOMO and LUMO: 9.4 eV. The HOMO energy is -8.913 eV.

It is b) that is most stable; the runner-up trails by 581.9 kJ/mol.

a) ORCA calculation (wB97M-V/def2-TZVPD) on a molecular structure, C2H6N4S.

Geometry as ORCA input:
```
! wB97M-V def2-TZVPD RIJCOSX def2/J DEFGRID3
* xyz 0 1
C -0.442 -0.226 0.561
C -1.418 0.398 -0.445
N 1.432 -1.233 -0.296
N 0.144 -1.422 0.008
N 0.774 0.616 0.788
N 1.759 -0.055 0.098
S 3.172 0.667 -0.114
H -0.864 -0.422 1.606
H -2.115 -0.371 -0.612
H -0.901 0.749 -1.277
H -1.832 1.332 0.045
H -0.457 -1.852 -0.542
H 0.748 1.819 0.179
*
```

As for the gap between HOMO and LUMO (alpha / beta): 7.7 / 7.7 eV. The HOMO energy (alpha / beta) is -7.737 / -7.737 eV.

b) ORCA calculation (wB97M-V/def2-TZVPD) on 2 unconnected molecules or ions with the total composition C2H6N4S.

Geometry as ORCA input:
```
! wB97M-V def2-TZVPD RIJCOSX def2/J DEFGRID3
* xyz 0 1
C 0.378 -0.043 -0.734
C -0.303 0.620 0.340
N 0.726 0.447 -1.931
N 1.411 -0.415 -2.583
N 0.897 -1.262 -0.620
N 1.531 -1.442 -1.756
S -1.784 -1.915 2.848
H -1.070 1.298 -0.102
H 0.395 1.208 0.953
H -0.706 -0.106 1.051
H -2.131 -1.443 1.634
H 2.023 -2.302 -1.929
H -1.746 -3.218 2.368
*
```

As for the gap between HOMO and LUMO: 10.7 eV. The HOMO energy is -9.884 eV.

c) ORCA calculation (wB97M-V/def2-TZVPD) on a single C2H6N4S molecule.

Geometry as ORCA input:
```
! wB97M-V def2-TZVPD RIJCOSX def2/J DEFGRID3
* xyz 0 1
C 1.687 -0.244 -0.062
C -1.198 -0.058 -0.030
H 0.882 1.534 -0.318
H 2.545 1.499 0.030
H 2.438 -1.881 0.593
H -2.386 -1.747 0.014
H -3.277 -0.269 -0.117
H -1.904 1.632 0.341
N 1.773 1.068 -0.442
N 2.698 -0.910 0.341
N -2.379 -0.740 0.085
N -1.031 1.208 0.034
S 0.152 -1.093 -0.469
*
```

As for the gap between HOMO and LUMO: 9.7 eV. The HOMO energy is -9.196 eV.

It is c) that is most stable; the runner-up trails by 144.2 kJ/mol.

a) ORCA calculation (wB97M-V/def2-TZVPD) on 4 unconnected molecules or ions with the total composition CH10NO4.

Geometry as ORCA input:
```
! wB97M-V def2-TZVPD RIJCOSX def2/J DEFGRID3
* xyz -1 1
N 0.094 2.066 1.688
C -0.923 0.981 1.376
O -0.470 -0.053 0.658
H 0.796 1.576 2.251
H 0.633 2.173 0.823
H -1.274 0.719 2.395
H -1.733 1.542 0.869
H 0.645 0.096 -2.390
H 1.921 -0.025 -3.175
O 1.029 0.327 -3.247
H 0.749 -0.463 -0.277
H 1.676 -1.677 -0.130
O 1.483 -0.973 -0.745
H -1.698 -2.509 -0.720
H -1.178 -1.491 0.416
O -1.749 -2.288 0.209
*
```

As for the gap between HOMO and LUMO: 8.4 eV. The HOMO energy is -4.323 eV.

b) ORCA calculation (wB97M-V/def2-TZVPD) on 4 unconnected molecules or ions with the total composition CH10NO4.

Geometry as ORCA input:
```
! wB97M-V def2-TZVPD RIJCOSX def2/J DEFGRID3
* xyz -1 1
N 1.392 -0.163 1.936
C 0.268 -1.166 1.704
O -0.524 -0.907 0.723
H 2.051 -0.225 1.114
H 1.096 0.778 1.952
H 0.763 -2.137 1.590
H -0.243 -1.097 2.605
H -2.832 -0.407 -1.770
H -1.811 -1.442 -1.374
O -2.594 -1.355 -1.912
H -0.344 4.789 -1.753
H 0.410 4.230 -0.528
O 0.180 5.125 -1.020
H 0.546 -1.460 -0.305
H 1.070 -2.027 -1.696
O 1.431 -1.971 -0.743
*
```

As for the gap between HOMO and LUMO: 6.7 eV. The HOMO energy is -3.678 eV.

c) ORCA calculation (wB97M-V/def2-TZVPD) on 4 unconnected molecules or ions with the total composition CH10NO4.

Geometry as ORCA input:
```
! wB97M-V def2-TZVPD RIJCOSX def2/J DEFGRID3
* xyz -1 1
N 1.514 1.363 0.702
C 1.519 1.959 -0.625
O 1.512 1.020 -1.669
H 0.599 1.427 1.129
H 1.556 0.362 0.540
H 0.668 2.647 -0.718
H 2.430 2.549 -0.774
H 0.201 -1.758 -0.294
H 0.804 0.359 -1.481
O -0.105 -0.909 -0.628
H -2.209 -3.130 -0.575
H -1.442 -1.919 -0.078
O -2.140 -2.578 0.206
H -1.062 -0.189 0.981
H -2.139 -1.026 1.565
O -1.707 -0.179 1.718
*
```

As for the gap between HOMO and LUMO: 8.9 eV. The HOMO energy is -4.799 eV.

It is a) that is most stable; the runner-up trails by 5.7 kJ/mol.